# 1
11
Properties=species:S:1:pos:R:3 method="wB97M-V/def2-TZVPD" smiles="CN1NC1=[NH2+]" e_homo_ha=-0.560 de_lowest_kcal_mol=108.96 charge=+1
C -0.763 0.226 0.135
C 1.750 -0.327 -0.112
N -0.101 1.404 0.425
N 0.456 0.297 -0.342
N -2.016 -0.546 -0.166
H 2.507 0.060 -0.812
H 1.985 -0.247 1.005
H 1.471 -1.424 -0.259
H -0.377 2.272 -0.027
H -2.918 -0.241 0.257
H -1.994 -1.476 -0.103

---

# 2
92
Properties=species:S:1:pos:R:3 method="wB97M-V/def2-TZVPD" e_homo_ha=-0.308 charge=0
C -0.236 -2.245 -2.025
H 0.089 -1.936 -1.099
C 1.068 -2.846 -2.784
H 0.626 -3.447 -3.707
H 1.303 -3.904 -2.254
C 2.013 -2.094 -3.085
C 3.042 -2.922 -3.732
H 3.899 -2.117 -4.377
H 3.524 -3.517 -3.341
H 2.730 -3.345 -4.764
H 1.620 -1.014 -3.766
C 2.639 -1.212 -2.038
N 3.163 -2.410 -1.011
C 4.264 -1.833 -0.109
O 5.073 -1.141 -0.619
O 4.180 -2.701 1.086
C 5.361 -2.707 1.977
C 5.337 -1.172 2.553
H 5.752 -0.316 1.620
H 6.079 -1.010 3.388
H 4.352 -0.843 2.774
C 6.540 -2.842 1.444
H 6.908 -2.128 0.550
H 7.379 -2.868 2.214
H 6.590 -3.769 0.629
C 5.030 -3.508 3.020
H 5.707 -3.700 3.813
H 4.019 -3.100 3.420
H 4.797 -4.573 2.735
H 2.434 -2.745 -0.337
C 1.921 -0.107 -1.407
N 1.321 -0.222 -0.318
N 0.756 1.032 -0.053
C 0.919 1.512 -1.191
O 1.660 0.864 -2.031
C 0.487 3.209 -1.457
N -0.782 3.224 -0.980
C -1.885 2.476 -0.890
O -1.938 1.902 -2.194
C -3.101 2.589 -0.013
C -4.284 2.067 -0.538
H -5.263 2.416 0.301
H -4.653 2.748 -1.526
C -4.516 0.541 -1.113
N -4.225 -0.134 -0.119
C -4.850 -0.986 0.660
O -4.617 -1.668 1.700
O -6.110 -1.014 0.170
C -7.293 -1.547 0.598
C -7.129 -3.066 0.697
H -7.827 -3.657 0.948
H -6.117 -3.308 1.227
H -6.579 -3.365 -0.474
C -8.450 -1.403 -0.099
H -9.279 -1.923 0.266
H -8.679 -0.156 0.029
H -8.326 -1.675 -1.290
C -7.679 -1.185 2.191
H -6.709 -1.308 2.786
H -8.317 -1.733 2.818
H -7.733 -0.193 2.075
C -2.731 -0.001 0.547
H -2.023 -0.165 -0.423
C -2.773 1.404 1.086
H -3.268 1.462 1.871
H -1.553 1.502 1.347
H -2.596 -0.816 1.308
H -3.707 0.628 -1.833
H -5.615 0.377 -1.403
H -2.957 3.526 0.745
H -0.640 3.651 0.263
C 1.523 4.062 -0.948
H 2.346 3.869 -1.546
O 1.540 4.335 0.191
C 2.885 3.860 0.967
C 3.644 2.710 0.601
H 4.393 2.727 1.196
H 3.801 2.612 -0.413
H 3.128 1.926 0.802
C 2.496 4.017 2.590
H 3.304 4.018 3.152
H 2.044 4.891 2.694
H 1.782 3.186 2.940
C 3.733 5.091 0.715
H 4.806 5.328 1.078
H 3.101 6.271 0.720
H 4.031 5.248 -0.515
H 1.088 4.746 -1.471
H 0.257 2.960 -2.393
H 3.529 -0.871 -2.262
H -0.985 -3.060 -1.930
H -0.588 -1.459 -2.623

---

# 3
16
Properties=species:S:1:pos:R:3 method="wB97M-V/def2-TZVPD" e_homo_ha="-0.266 / -0.266" de_lowest_kcal_mol=57.45 charge=0
C 0.107 -0.773 -1.206
C -1.187 -0.195 0.838
C 1.571 0.899 -0.180
C -0.559 1.113 1.271
N -1.035 -0.403 -0.600
N 1.284 -0.387 -0.467
O 0.191 -1.331 -2.268
O 1.231 1.918 -0.942
Br -1.457 2.632 0.465
Br -0.385 1.244 3.180
H -0.697 -1.007 1.394
H -2.259 -0.244 1.057
H 2.372 1.119 0.507
H -1.872 -0.619 -1.122
H 1.912 -1.112 -0.153
H 0.465 1.747 -1.510

---

# 4
57
Properties=species:S:1:pos:R:3 method="wB97M-V/def2-TZVPD" e_homo_ha="-0.306 / -0.306" multiplicity=2 charge=0
Tc 0.539 -1.840 0.434
C -4.217 0.945 -1.256
C -2.958 0.694 -0.414
C -2.161 1.983 -0.255
C -2.188 -0.432 -1.059
C -1.178 -0.218 -1.994
C -0.679 -1.263 -2.752
C -1.164 -2.558 -2.604
C -0.726 -3.660 -3.519
C -2.105 -2.790 -1.607
C -2.607 -1.745 -0.851
H -4.816 1.741 -0.821
H -4.824 0.045 -1.310
H -3.948 1.230 -2.270
H -3.282 0.370 0.577
H -1.953 2.439 -1.218
H -1.221 1.789 0.253
H -2.731 2.696 0.334
H -0.808 0.778 -2.175
H 0.079 -1.067 -3.497
H 0.278 -4.010 -3.279
H -0.716 -3.312 -4.551
H -1.404 -4.507 -3.438
H -2.477 -3.792 -1.448
H -3.394 -1.945 -0.137
O 2.719 -3.687 0.227
Cl 1.763 -3.709 -0.814
O 1.986 -4.748 -1.717
O 1.741 -2.447 -1.468
O 0.454 -3.872 -0.189
O 0.446 0.930 2.464
C 1.022 1.010 1.391
O 1.010 0.038 0.521
C 1.801 2.208 0.975
C 2.425 2.223 -0.267
C 3.197 3.302 -0.676
C 3.322 4.351 0.205
O 4.027 5.510 0.058
C 3.815 6.250 1.241
O 2.973 5.517 2.102
C 2.684 4.347 1.450
C 1.918 3.288 1.862
H 2.301 1.368 -0.913
H 3.684 3.324 -1.635
H 3.345 7.214 0.989
H 4.780 6.440 1.736
H 1.424 3.261 2.820
C 1.238 -3.414 3.145
O -0.006 -2.735 3.188
C -0.403 -1.986 2.188
C -1.689 -1.325 2.567
H 1.997 -2.817 2.628
H 1.135 -4.380 2.642
H 1.532 -3.574 4.180
H -1.995 -1.639 3.563
H -2.454 -1.572 1.839
H -1.532 -0.249 2.558

---

# 5
9
Properties=species:S:1:pos:R:3 method="wB97M-V/def2-TZVPD" e_homo_ha=-0.512 de_lowest_kcal_mol=0.00 charge=+1
C 0.336 -0.377 0.000
C -1.677 0.242 0.000
N -0.391 0.761 0.000
N 1.633 -0.526 0.000
S -3.125 0.863 0.000
S -0.967 -1.513 0.000
H -0.118 1.737 0.000
H 2.266 0.265 0.000
H 2.042 -1.452 0.000

---

# 6
32
Properties=species:S:1:pos:R:3 method="wB97M-V/def2-TZVPD" e_homo_ha=-0.439 de_lowest_kcal_mol=0.00 charge=+1
K 2.752 3.406 -1.488
K -2.222 5.793 -0.757
O -0.609 1.594 1.410
C -0.351 2.385 0.355
O 0.602 2.112 -0.340
O -1.237 3.181 -0.010
H 0.239 1.274 1.095
C -1.350 -0.964 0.154
N -1.660 -1.170 -1.322
O -1.331 -0.157 -1.927
O -2.242 -2.132 -1.737
H -0.268 -0.911 0.277
H -1.885 -1.786 0.630
H -1.800 -0.008 0.423
C -1.803 1.198 4.347
N -0.343 1.632 4.397
O -0.089 2.834 4.671
O 0.554 0.819 4.225
H -2.496 1.925 3.924
H -2.049 0.722 5.296
H -1.756 0.348 3.666
C 2.040 -1.425 -3.459
C 2.056 -1.053 -2.017
O 1.502 -2.079 -1.241
S 1.169 -3.442 -2.142
O -0.071 -4.048 -1.660
O 2.352 -4.274 -2.163
O 1.125 -2.509 -3.525
H 3.076 -1.658 -3.705
H 1.656 -0.619 -4.085
H 1.431 -0.207 -1.731
H 3.007 -0.780 -1.560

---

# 7
110
Properties=species:S:1:pos:R:3 method="wB97M-V/def2-TZVPD" e_homo_ha="-0.318 / -0.318" multiplicity=2 de_lowest_kcal_mol=69.27 charge=+1
Ce -1.428 0.604 1.121
C -5.181 0.749 1.137
C -5.331 -0.696 0.966
C -4.338 -1.474 0.118
C -4.777 -2.672 -0.509
C -3.945 -3.482 -1.242
C -2.600 -3.023 -1.355
C -2.258 -1.813 -0.789
N -3.090 -1.060 -0.038
N -4.049 1.155 2.119
C -3.966 2.613 2.148
C -2.644 3.186 2.714
C -2.577 4.578 2.820
C -1.491 5.067 3.523
C -0.495 4.210 4.050
C -0.604 2.891 3.770
N -1.590 2.372 3.002
C -4.233 0.636 3.491
C -3.520 -0.682 3.684
C -4.167 -1.773 4.253
C -3.541 -3.042 4.223
C -2.204 -3.152 3.844
C -1.604 -1.977 3.416
N -2.304 -0.816 3.231
H -6.093 1.180 1.520
H -4.942 1.224 0.225
H -6.284 -0.740 0.463
H -5.559 -1.341 1.819
H -5.758 -3.094 -0.410
H -4.302 -4.461 -1.546
H -1.830 -3.549 -1.931
H -1.280 -1.386 -0.934
H -4.737 3.041 2.827
H -4.181 3.024 1.124
H -3.240 5.273 2.323
H -1.418 6.138 3.760
H 0.276 4.643 4.695
H 0.132 2.197 4.145
H -5.302 0.372 3.570
H -4.042 1.365 4.295
H -5.115 -1.665 4.794
H -4.200 -3.876 4.434
H -1.698 -4.119 3.902
H -0.528 -1.933 3.196
C 3.507 -5.260 -0.054
C 2.646 -4.153 0.568
C 3.463 -3.692 1.808
C 1.186 -4.624 0.931
N 2.424 -3.016 -0.469
C 2.750 -3.051 -1.841
C 2.376 -1.855 -2.382
N 1.744 -1.101 -1.379
B 1.339 0.438 -1.474
N 0.973 0.914 -3.005
C 1.823 1.860 -3.614
C 1.454 1.945 -4.926
N 0.452 1.016 -5.212
C 0.191 0.307 -4.041
S -0.832 -0.942 -3.863
C -0.248 0.903 -6.485
C -1.806 1.148 -6.267
C 0.134 -0.514 -7.048
C 0.190 1.997 -7.481
N 2.515 1.168 -0.744
C 3.855 1.021 -1.122
C 4.647 1.488 -0.137
N 3.798 2.040 0.845
C 2.499 1.809 0.485
S 1.173 2.178 1.448
C 4.309 2.584 2.209
C 3.750 1.785 3.400
C 3.972 4.051 2.304
C 5.865 2.369 2.297
C 1.679 -1.880 -0.252
S 1.074 -1.377 1.235
H 3.816 -5.968 0.716
H 4.423 -4.827 -0.560
H 2.960 -5.869 -0.774
H 3.407 -4.499 2.504
H 3.051 -2.755 2.196
H 4.478 -3.551 1.473
H 1.185 -5.410 1.728
H 0.573 -5.055 0.079
H 0.586 -3.759 1.343
H 3.207 -3.902 -2.300
H 2.490 -1.541 -3.427
H 0.344 0.638 -0.816
H 2.648 2.315 -2.980
H 1.808 2.614 -5.719
H -2.084 0.836 -5.268
H -2.349 0.442 -6.936
H -2.082 2.179 -6.467
H 0.071 -1.310 -6.300
H 1.231 -0.543 -7.353
H -0.504 -0.760 -7.941
H -0.072 3.019 -7.003
H -0.482 1.847 -8.360
H 1.305 1.955 -7.716
H 4.179 0.545 -2.054
H 5.723 1.504 0.032
H 2.600 1.857 3.374
H 4.088 2.332 4.330
H 4.039 0.663 3.383
H 2.950 4.238 1.987
H 4.608 4.628 1.622
H 4.072 4.365 3.357
H 6.173 1.261 2.250
H 6.440 2.761 3.144
H 6.435 2.816 1.399
Br -2.178 2.684 -0.646

---

# 8
106
Properties=species:S:1:pos:R:3 method="wB97M-V/def2-TZVPD" e_homo_ha=-0.288 de_lowest_kcal_mol=2.34 charge=0
Zn 0.577 -0.131 -0.425
O 3.397 -0.432 2.963
C 3.814 0.850 2.960
C 4.796 1.237 3.868
C 5.246 2.545 3.893
C 4.738 3.487 3.008
C 3.766 3.095 2.100
C 3.286 1.793 2.069
C 2.174 1.424 1.117
O 2.158 0.105 0.764
N 0.878 1.743 1.808
N -0.127 0.964 1.507
C -1.325 1.128 1.919
C -2.294 0.064 1.709
Br -1.493 -1.636 1.336
C -3.619 0.124 1.840
C -4.390 1.369 1.994
C -4.049 2.533 1.303
C -4.803 3.685 1.456
C -5.912 3.691 2.290
C -6.272 2.532 2.963
C -5.521 1.379 2.810
H 2.829 -0.530 2.156
H 5.192 0.491 4.544
H 6.009 2.831 4.607
H 5.099 4.506 3.020
H 3.372 3.813 1.388
H 2.242 2.084 0.232
H 0.707 2.679 2.160
H -1.636 1.989 2.509
H -4.183 -0.801 1.834
H -3.208 2.525 0.621
H -4.530 4.578 0.910
H -6.501 4.591 2.405
H -7.141 2.526 3.608
H -5.803 0.474 3.336
C 3.958 -1.368 -2.128
C 3.185 -0.162 -2.519
N 1.995 0.166 -2.063
C 1.660 1.360 -2.645
C 2.650 1.743 -3.499
N 3.609 0.767 -3.404
C 2.854 2.887 -4.419
O 1.891 3.778 -4.456
O 3.864 2.940 -5.084
C 0.414 2.071 -2.241
O 0.112 3.103 -2.856
O -0.224 1.551 -1.278
H 3.423 -1.881 -1.332
H 4.943 -1.093 -1.751
H 4.087 -2.047 -2.971
H 4.472 0.798 -3.925
H 1.146 3.531 -3.817
O -0.480 -1.339 -1.721
P -1.201 -2.399 -2.515
C -0.318 -3.976 -2.268
C -0.968 -5.253 -2.850
C -1.652 -6.072 -1.760
C -0.625 -6.589 -0.746
C 0.491 -5.560 -0.499
C -0.006 -4.144 -0.766
C -1.315 -1.890 -4.275
C -1.428 -2.982 -5.354
C -0.097 -3.646 -5.705
C 0.976 -2.614 -6.037
C 1.121 -1.593 -4.913
C -0.206 -0.895 -4.641
C -2.920 -2.538 -1.923
C -3.881 -3.404 -2.754
C -5.309 -3.162 -2.271
C -5.776 -1.743 -2.630
C -4.598 -0.765 -2.714
C -3.507 -1.112 -1.706
H 0.641 -3.807 -2.769
H -0.189 -5.866 -3.311
H -1.669 -5.019 -3.649
H -2.198 -6.906 -2.204
H -2.398 -5.453 -1.254
H -0.190 -7.522 -1.111
H -1.129 -6.829 0.192
H 1.343 -5.760 -1.156
H 0.865 -5.642 0.522
H 0.730 -3.401 -0.460
H -0.900 -3.960 -0.163
H -2.261 -1.336 -4.265
H -1.808 -2.486 -6.253
H -2.172 -3.735 -5.091
H -0.249 -4.322 -6.548
H 0.246 -4.267 -4.874
H 0.699 -2.088 -6.957
H 1.927 -3.112 -6.235
H 1.880 -0.851 -5.167
H 1.464 -2.093 -3.999
H -0.520 -0.368 -5.548
H -0.106 -0.149 -3.856
H -2.815 -3.006 -0.937
H -3.627 -4.459 -2.662
H -3.815 -3.152 -3.817
H -5.331 -3.303 -1.186
H -5.988 -3.905 -2.692
H -6.496 -1.396 -1.886
H -6.303 -1.759 -3.586
H -4.940 0.255 -2.533
H -4.188 -0.764 -3.727
H -3.936 -1.069 -0.703
H -2.717 -0.358 -1.715